Entry 1:
Density functional theory data (wB97M-V/def2-TZVPD) for a molecular structure, C5H8F2I2O2 at a distorted geometry.

Relative energy (zero: lowest compared OMol25 entry of this formula, charge and spin) in kJ/mol: 0.0

Structure (ORCA input):
```
! RIJCOSX wB97M-V def2-TZVPD def2/J DEFGRID3
* xyz 0 1
C -2.213 0.329 -1.483
C -0.181 -1.670 2.039
C 0.200 0.606 -1.548
C 1.085 0.213 1.061
C 1.507 0.691 -0.268
O -0.973 0.771 -0.843
O 0.517 -1.119 0.979
F 2.554 0.139 -0.829
F 1.841 2.051 -0.230
I 0.287 2.143 -3.027
I 2.995 0.220 2.142
H -2.423 1.075 -2.222
H -2.847 0.321 -0.564
H -1.979 -0.587 -1.895
H -0.779 -0.993 2.707
H 0.359 -2.386 2.730
H -0.944 -2.305 1.513
H 0.406 -0.328 -2.037
H 0.587 0.827 1.777
*
```

Entry 2:
Density functional theory data (wB97M-V/def2-TZVPD) for a gas-phase ion, C5H8F2IO3S2 (charge +1).

Structure (ORCA input):
```
! RIJCOSX wB97M-V def2-TZVPD def2/J DEFGRID3
* xyz 1 1
C -1.160 0.769 -2.122
C -0.542 -0.376 -1.315
I -0.791 -2.223 -2.392
C 0.968 -0.174 -1.077
S 1.511 0.043 0.630
C 0.479 1.351 1.336
C -0.904 0.979 1.841
O -1.914 1.250 1.304
F -0.836 0.334 3.007
S 1.119 -1.872 1.532
O 1.602 -2.740 0.540
O 1.619 -1.760 2.835
F -0.417 -1.918 1.546
H -2.213 0.875 -1.873
H -1.064 0.602 -3.191
H -0.686 1.723 -1.874
H -1.093 -0.531 -0.395
H 1.594 -0.978 -1.459
H 1.311 0.751 -1.551
H 1.060 1.808 2.137
H 0.358 2.087 0.542
*
```

Entry 3:
Density functional theory data (wB97M-V/def2-TZVPD) for a single C5H8F3NO2 molecule at a distorted geometry.

Relative energy (zero: lowest compared OMol25 entry of this formula, charge and spin) in kJ/mol: 0.0
SMILES string: CNC(=O)OCCC(F)(F)F

Structure (ORCA input):
```
! RIJCOSX wB97M-V def2-TZVPD def2/J DEFGRID3
* xyz 0 1
C 0.221 2.487 1.257
N -0.892 2.087 0.426
C -1.547 0.879 0.667
O -2.611 0.838 1.149
O -0.943 -0.332 0.407
C -0.311 -0.400 -0.868
C 0.968 -1.255 -0.695
C 0.669 -2.757 -0.599
F 1.433 -3.417 -1.475
F 1.014 -3.230 0.585
F -0.572 -3.065 -0.857
H 0.639 3.439 0.928
H -0.111 2.605 2.299
H 1.049 1.760 1.291
H -1.140 2.631 -0.378
H 0.030 0.569 -1.249
H -0.965 -0.830 -1.634
H 1.675 -1.083 -1.508
H 1.393 -0.927 0.256
*
```

Listing energy for the structures above in their given order: -1140.8151, -1714.5139, -700.1481 Eh.